{
  "formula": "C26H53BrClN2O11P",
  "method": "the ωB97M-V functional and the def2-TZVPD basis",
  "species": ["N", "P", "C", "C", "Br", "C", "C", "O", "O", "C", "N", "C", "C", "C", "C", "O", "C", "Cl", "H", "H", "H", "H", "H", "H", "H", "H", "H", "H", "H", "H", "H", "C", "O", "C", "C", "O", "C", "H", "H", "H", "H", "H", "H", "H", "H", "H", "H", "C", "O", "C", "C", "O", "C", "H", "H", "H", "H", "H", "H", "H", "H", "H", "H", "C", "O", "C", "C", "O", "C", "H", "H", "H", "H", "H", "H", "H", "H", "H", "H", "C", "O", "C", "C", "O", "C", "H", "H", "H", "H", "H", "H", "H", "H", "H", "H"],
  "xyz": [[1.843, 2.123, -2.130], [0.494, 2.836, -1.583], [0.270, 2.313, 0.246], [-1.124, 1.785, 0.759], [-2.732, 1.625, -0.357], [-1.227, 1.384, 2.261], [-2.557, 0.869, 3.000], [-3.343, -0.004, 2.528], [-2.802, 1.476, 4.237], [0.055, 1.485, 3.136], [1.310, 1.972, 2.622], [2.463, 2.032, 3.576], [2.784, 3.531, 4.095], [1.426, 4.390, 4.364], [0.859, 3.995, 5.821], [-0.551, 3.678, 5.870], [1.468, 2.405, 1.242], [3.128, 3.043, 0.790], [2.289, 1.572, -1.384], [0.518, 4.265, -1.712], [-0.580, 2.289, -2.392], [0.009, 1.173, 4.233], [2.188, 1.369, 4.481], [3.361, 1.520, 3.071], [3.490, 4.075, 3.356], [3.329, 3.403, 5.109], [0.667, 4.318, 3.514], [1.779, 5.491, 4.416], [1.018, 4.907, 6.502], [1.484, 3.128, 6.238], [-0.865, 3.230, 5.053], [-7.753, 5.431, 1.599], [-7.196, 5.142, 0.324], [-6.382, 6.206, -0.166], [-4.899, 5.886, -0.006], [-4.522, 5.863, 1.369], [-4.374, 4.539, 1.867], [-8.200, 4.516, 1.990], [-6.992, 5.775, 2.304], [-8.537, 6.189, 1.500], [-6.634, 7.151, 0.327], [-6.606, 6.312, -1.233], [-4.314, 6.678, -0.483], [-4.648, 4.939, -0.497], [-3.469, 4.086, 1.452], [-5.242, 3.919, 1.630], [-4.272, 4.592, 2.953], [-3.835, -0.699, -4.326], [-2.959, -0.959, -3.238], [-3.560, -1.789, -2.244], [-3.052, -3.224, -2.341], [-3.508, -3.854, -3.536], [-2.492, -3.931, -4.528], [-3.258, -0.226, -5.123], [-4.279, -1.618, -4.717], [-4.625, -0.010, -4.011], [-4.652, -1.755, -2.314], [-3.271, -1.379, -1.271], [-3.459, -3.798, -1.503], [-1.958, -3.257, -2.273], [-1.745, -4.676, -4.238], [-2.009, -2.964, -4.686], [-2.954, -4.246, -5.466], [1.713, -7.656, -7.048], [2.666, -6.925, -6.288], [2.277, -5.567, -6.091], [1.733, -5.346, -4.683], [0.487, -6.017, -4.499], [0.626, -7.214, -3.745], [1.977, -8.714, -6.999], [0.701, -7.531, -6.655], [1.747, -7.335, -8.094], [1.547, -5.256, -6.846], [3.177, -4.957, -6.220], [1.542, -4.278, -4.543], [2.463, -5.660, -3.928], [0.825, -6.971, -2.696], [1.424, -7.848, -4.137], [-0.315, -7.764, -3.803], [7.132, -3.013, 1.777], [7.625, -2.240, 2.863], [7.474, -0.839, 2.645], [6.297, -0.280, 3.438], [5.055, -0.770, 2.934], [4.508, -1.794, 3.755], [7.105, -4.059, 2.087], [6.122, -2.709, 1.489], [7.805, -2.920, 0.919], [7.368, -0.618, 1.577], [8.394, -0.362, 2.997], [6.280, 0.809, 3.321], [6.403, -0.502, 4.505], [4.135, -1.362, 4.690], [5.243, -2.571, 3.975], [3.671, -2.248, 3.222]],
  "atomic_forces_ev_per_a": [[-1.420, 0.841, 1.155], [2.860, -2.728, -0.501], [-1.012, -0.190, 3.080], [2.926, 0.072, 3.024], [2.036, 0.260, 1.170], [2.892, 0.757, -0.877], [-3.653, 0.415, 4.573], [3.201, 2.327, -0.079], [2.663, -1.782, -5.614], [-1.377, 0.659, -3.334], [-2.177, -0.302, -1.813], [1.006, -0.220, 0.997], [-0.334, -0.063, -0.227], [1.507, 0.377, 0.610], [-0.112, 0.384, -0.355], [1.052, 0.146, -0.574], [-2.793, -0.764, -0.004], [-2.747, -1.004, 0.594], [-0.167, 0.381, -0.627], [-0.576, -0.526, 0.341], [0.050, 1.004, 1.071], [0.090, 0.556, -1.777], [0.239, 1.113, -1.570], [-1.325, 0.901, 0.761], [-1.247, -0.974, 1.258], [-0.772, 0.280, -1.753], [0.939, -0.053, 1.256], [-0.745, -1.751, -0.237], [-0.326, -1.512, -0.877], [-0.858, 1.044, -0.501], [0.201, 0.257, 0.727], [-0.059, -0.144, -0.064], [0.156, 0.311, 0.213], [0.074, -0.559, -0.233], [-0.104, 0.484, 0.379], [-0.136, -0.287, -0.277], [0.030, 0.154, 0.223], [0.047, 0.038, -0.134], [-0.012, 0.027, -0.040], [0.013, 0.053, 0.098], [0.097, -0.067, 0.043], [0.034, 0.042, 0.005], [-0.029, 0.003, -0.065], [-0.117, 0.011, 0.055], [-0.018, -0.126, 0.005], [0.040, -0.027, -0.046], [0.034, 0.046, -0.121], [0.172, 0.070, 0.034], [-0.309, -0.107, -0.118], [0.580, -0.046, 0.086], [-0.583, -0.018, -0.097], [0.290, 0.274, -0.001], [-0.091, -0.202, 0.024], [0.030, -0.013, 0.127], [-0.021, 0.018, 0.053], [-0.102, -0.042, -0.076], [0.067, -0.079, -0.057], [-0.048, -0.061, 0.022], [0.028, 0.058, 0.040], [-0.067, 0.090, -0.055], [0.106, 0.077, -0.100], [0.020, 0.021, 0.032], [-0.053, -0.006, 0.132], [0.162, -0.060, 0.035], [-0.388, 0.108, -0.054], [0.390, -0.214, 0.386], [-0.397, 0.158, -0.390], [0.351, -0.216, 0.072], [-0.192, 0.071, -0.026], [0.079, 0.116, 0.024], [0.016, 0.044, -0.027], [-0.116, -0.022, -0.025], [-0.036, -0.039, 0.107], [-0.045, 0.035, 0.012], [0.052, 0.012, -0.010], [-0.023, -0.054, -0.118], [0.063, -0.099, 0.026], [0.036, 0.030, 0.015], [0.031, 0.140, -0.019], [0.103, -0.092, 0.103], [-0.291, 0.190, -0.257], [0.089, -0.205, 0.540], [-0.023, 0.082, -0.538], [0.094, -0.103, 0.274], [-0.143, 0.049, -0.144], [0.076, 0.117, 0.054], [0.037, 0.034, -0.019], [-0.088, -0.014, -0.077], [-0.096, -0.008, 0.070], [-0.042, 0.046, -0.018], [0.067, 0.018, 0.018], [0.031, -0.075, -0.105], [0.027, -0.105, 0.090], [0.017, 0.043, 0.033], [0.070, 0.117, -0.016]],
  "max_force_ha_per_bohr": 0.1257,
  "homo_energy_ev": -8.4,
  "charge": 0,
  "e_lumo_ev": -2.11,
  "e_above_lowest_ev": 3.716
}



{
  "formula": "C26H53ClHfOP2Si2",
  "method": "the ωB97M-V functional and the def2-TZVPD basis",
  "species": ["Hf", "C", "C", "C", "Si", "C", "C", "Si", "H", "H", "H", "Cl", "C", "C", "C", "C", "H", "H", "H", "H", "H", "H", "H", "H", "H", "H", "H", "H", "C", "C", "P", "H", "H", "P", "H", "H", "C", "C", "C", "C", "C", "H", "C", "H", "H", "H", "H", "H", "H", "H", "C", "C", "H", "H", "H", "H", "H", "H", "H", "C", "C", "H", "H", "H", "H", "H", "H", "C", "C", "H", "H", "H", "H", "H", "H", "H", "C", "H", "H", "H", "C", "C", "O", "H", "H", "H"],
  "xyz": [[0.125, 0.006, 0.067], [1.885, -0.151, -1.734], [1.096, -1.334, -1.815], [-0.203, -0.912, -2.307], [1.790, -3.012, -1.347], [-0.202, 0.498, -2.430], [1.095, 1.000, -2.019], [1.788, 2.733, -1.848], [2.944, -0.129, -1.489], [-1.000, -1.589, -2.614], [-1.001, 1.111, -2.850], [-3.530, 0.223, 2.506], [3.650, 2.662, -1.744], [1.207, 3.762, -3.283], [3.652, -2.925, -1.255], [1.214, -4.273, -2.584], [1.823, 3.488, -4.151], [1.362, 4.829, -3.071], [0.156, 3.594, -3.539], [4.001, 2.151, -0.837], [4.039, 3.690, -1.746], [4.051, 2.138, -2.622], [1.808, -4.129, -3.497], [0.154, -4.178, -2.842], [1.404, -5.287, -2.205], [4.053, -2.565, -2.211], [4.040, -3.937, -1.075], [4.004, -2.262, -0.452], [1.143, 3.424, -0.199], [1.141, -3.408, 0.396], [-0.481, 2.705, 0.236], [1.102, 4.524, -0.253], [1.861, 3.154, 0.591], [-0.480, -2.621, 0.701], [1.860, -3.008, 1.129], [1.097, -4.500, 0.532], [-1.064, -3.181, 2.366], [-1.603, -3.618, -0.438], [-1.601, 3.490, -1.059], [-1.063, 3.548, 1.778], [-1.074, 2.592, 2.969], [-2.107, 3.819, 1.561], [-0.268, 4.808, 2.124], [0.793, 4.574, 2.269], [-0.655, 5.206, 3.072], [-0.363, 5.597, 1.371], [-1.796, 1.772, 2.809], [-1.404, 3.138, 3.866], [-0.086, 2.158, 3.165], [-1.170, 3.169, -2.020], [-1.590, 5.023, -1.001], [-3.036, 2.959, -0.962], [-0.594, 5.466, -1.137], [-2.025, 5.389, -0.060], [-2.224, 5.397, -1.817], [-3.113, 1.916, -1.278], [-3.679, 3.557, -1.623], [-3.436, 3.038, 0.059], [-1.172, -3.468, -1.440], [-3.038, -3.078, -0.433], [-1.592, -5.118, -0.115], [-0.597, -5.578, -0.173], [-2.227, -5.627, -0.853], [-2.025, -5.315, 0.875], [-3.115, -2.103, -0.918], [-3.439, -2.987, 0.587], [-3.679, -3.779, -0.986], [-1.077, -2.033, 3.372], [-0.270, -4.362, 2.927], [-2.108, -3.487, 2.198], [0.791, -4.106, 3.031], [-0.364, -5.270, 2.323], [-0.659, -4.589, 3.930], [-0.089, -1.571, 3.491], [-1.408, -2.413, 4.350], [-1.798, -1.253, 3.070], [-2.088, 0.019, 0.213], [-2.656, -0.058, -0.717], [-2.423, -0.827, 0.833], [-2.419, 0.958, 0.684], [3.451, 0.119, 1.573], [2.025, 0.090, 1.148], [0.996, 0.177, 1.934], [3.925, -0.811, 1.231], [3.627, 0.226, 2.658], [3.942, 0.952, 1.051]],
  "atomic_forces_ev_per_a": [[-1.056, -0.196, -2.629], [-0.530, -0.027, -0.260], [0.077, 0.546, -0.393], [0.509, 0.508, -0.308], [-0.569, 0.306, 0.377], [0.389, -0.514, -0.261], [0.120, -0.597, -0.279], [-0.577, -0.232, 0.419], [-0.304, 0.016, 0.198], [0.092, 0.347, 0.328], [0.142, -0.319, 0.410], [-1.353, 0.160, 1.783], [0.080, -0.004, -0.210], [0.270, 0.226, -0.185], [0.080, -0.033, -0.208], [0.268, -0.254, -0.143], [-0.192, 0.146, 0.042], [-0.082, -0.180, -0.169], [0.244, 0.062, 0.036], [-0.091, 0.168, -0.257], [0.034, -0.253, 0.047], [0.047, 0.123, 0.190], [-0.183, -0.137, 0.070], [0.244, -0.047, 0.043], [-0.092, 0.143, -0.192], [0.048, -0.087, 0.207], [0.033, 0.256, 0.001], [-0.094, -0.210, -0.224], [0.185, 0.456, -0.132], [0.180, -0.477, -0.047], [0.078, 0.643, -0.407], [0.129, -0.269, 0.138], [-0.161, 0.065, -0.148], [0.083, -0.708, -0.288], [-0.162, -0.089, -0.138], [0.131, 0.290, 0.090], [0.003, 0.098, 0.297], [0.304, 0.396, 0.006], [0.303, -0.387, 0.072], [0.001, -0.047, 0.314], [-0.329, -0.299, 0.110], [0.228, -0.034, 0.079], [-0.111, 0.181, 0.027], [-0.165, 0.097, 0.001], [0.113, -0.063, -0.199], [0.150, -0.131, 0.113], [0.277, 0.180, 0.123], [0.141, -0.156, -0.196], [-0.051, 0.148, -0.011], [-0.179, 0.132, 0.240], [-0.098, 0.026, -0.124], [-0.099, 0.103, -0.094], [-0.225, -0.139, 0.101], [0.130, -0.083, -0.262], [0.122, -0.027, 0.157], [0.039, 0.180, 0.162], [0.084, -0.077, 0.143], [0.044, -0.089, -0.278], [-0.182, -0.087, 0.262], [-0.099, -0.117, -0.081], [-0.090, -0.048, -0.121], [-0.228, 0.154, 0.074], [0.121, 0.053, 0.150], [0.128, 0.036, -0.272], [0.038, -0.152, 0.188], [0.043, 0.042, -0.287], [0.082, 0.099, 0.128], [-0.330, 0.315, 0.059], [-0.109, -0.175, 0.061], [0.229, 0.047, 0.073], [-0.165, -0.094, 0.016], [0.149, 0.146, 0.085], [0.113, 0.027, -0.206], [-0.046, -0.147, 0.013], [0.142, 0.118, -0.217], [0.273, -0.149, 0.149], [0.145, -0.078, -0.505], [0.151, -0.023, -0.265], [-0.162, 0.830, -0.253], [-0.152, -0.858, -0.112], [-0.240, 0.119, 1.114], [-0.701, 0.058, 1.236], [2.541, 0.083, 0.810], [-0.097, 0.238, -0.056], [-0.159, -0.025, -0.329], [-0.095, -0.244, 0.001]],
  "max_force_ha_per_bohr": 0.0552,
  "homo_energy_ev": -6.0,
  "charge": 0,
  "e_lumo_ev": -0.38,
  "e_above_lowest_ev": 0.456
}